Record 1
The following is a quantum chemistry calculation of C5H7N in the gas phase, from the OMol25 dataset.

The calculation puts the total energy at -249.4062 Ha. The value obtained for the LUMO energy is 0.0264 hartree. The calculation puts the energy above the lowest of the compared OMol25 structures with the same formula, charge and spin at 176.07 kJ/mol. Its SMILES is NC1C=CC=C1. The value obtained for the highest occupied orbital energy is -8.48 eV.

```
13
C5H7N ωB97M-V/def2-TZVPD
C 0.6981 0.0577 0.4659
C -0.1593 -1.1048 0.2352
C -1.4267 -0.8003 -0.1181
C -1.3800 0.6817 -0.2722
C -0.2000 1.2479 0.1387
H 1.7117 -0.0886 -1.3737
H 2.6848 0.5853 -0.2906
H 1.0547 0.3009 1.5179
H 0.2088 -2.0967 0.2576
H -2.2911 -1.4133 -0.2767
H -2.3017 1.2854 -0.3551
H 0.0235 2.2802 0.2767
N 1.9595 -0.1924 -0.3504
```

From a Löwdin analysis of the wavefunction, the atomic charges in e read: -0.3978, -0.1035, -0.0474, -0.1015, -0.0533, 0.0877, 0.0827, 0.1650, 0.0944, 0.0922, 0.0954, 0.0859, 0.0001

***

Record 2
The following is a quantum chemistry calculation of a molecular structure, C5H7N, from the OMol25 dataset.

The calculation puts the total energy at -249.2418 Ha. The value obtained for the LUMO energy is 0.0031 hartree. The calculation puts the energy above the lowest of the compared OMol25 structures with the same formula, charge and spin at 607.51 kJ/mol. The value obtained for the highest occupied orbital energy is -7.11 eV.

```
13
C5H7N ωB97M-V/def2-TZVPD
C 1.0461 -0.7047 0.9249
C 0.4212 0.9203 -0.5484
C 0.5553 -0.5648 -0.4754
C -0.9974 -0.4441 -0.4529
N -1.3825 0.1051 0.7657
C -0.9081 1.1364 -0.1113
H 2.0626 -0.3421 1.0652
H 0.8714 -1.6667 1.4158
H 1.0030 1.6327 -1.1335
H 0.9326 -1.1179 -1.3439
H -1.6843 -0.8605 -1.1855
H -0.4116 -0.1145 1.3691
H -1.5084 2.0209 -0.2895
```

From a Löwdin analysis of the wavefunction, the atomic charges in e read: -0.1025, 0.0554, -0.3506, -0.1491, 0.0231, -0.1858, 0.0335, 0.0460, 0.1254, 0.1287, 0.1430, 0.0990, 0.1338

***

Record 3
The following is a quantum chemistry calculation of C5H7N in the gas phase, from the OMol25 dataset.

The calculation puts the total energy at -249.3362 Ha. The value obtained for the LUMO energy is 0.0423 hartree. The calculation puts the energy above the lowest of the compared OMol25 structures with the same formula, charge and spin at 359.78 kJ/mol. Its SMILES is C#CCN1CC1. The value obtained for the highest occupied orbital energy is -9.22 eV.

```
13
C5H7N ωB97M-V/def2-TZVPD
C 2.0357 -0.6760 -0.7324
C 1.5232 0.3920 -0.5053
C 0.5451 1.3064 0.0935
N -0.5548 0.5380 0.7136
C -0.5971 -0.9070 0.6083
C -1.5740 -0.0700 -0.1185
H 2.3851 -1.6789 -0.8340
H 1.0285 1.8928 0.8828
H 0.1345 2.0231 -0.6270
H -0.7993 -1.4569 1.5215
H 0.1222 -1.3811 -0.0509
H -2.5980 0.0364 0.2283
H -1.4381 -0.0329 -1.2020
```

From a Löwdin analysis of the wavefunction, the atomic charges in e read: 0.0919, -0.1226, -0.2018, -0.1035, -0.1636, -0.1457, 0.0415, 0.1128, 0.1168, 0.1043, 0.0614, 0.0974, 0.1111

***

Record 4
The following is a quantum chemistry calculation of 2 unconnected molecules or ions with the total composition C5H7N, from the OMol25 dataset.

The calculation puts the total energy at -249.3947 Ha. The value obtained for the LUMO energy is 0.0119 hartree. The calculation puts the energy above the lowest of the compared OMol25 structures with the same formula, charge and spin at 206.21 kJ/mol. Its SMILES is C=CC#N.C=C. The value obtained for the highest occupied orbital energy is -9.83 eV.

```
13
C5H7N ωB97M-V/def2-TZVPD
N 2.7726 0.4069 1.2073
C 2.0995 -0.2645 0.5459
C 1.2524 -1.0812 -0.2782
C 0.1019 -1.5676 0.1802
C -1.6896 0.8811 0.0655
C -0.6584 1.5557 -0.4269
H 1.5688 -1.2220 -1.3069
H -0.5618 -2.1385 -0.4610
H -0.2252 -1.3864 1.1994
H -2.4330 0.4172 -0.5787
H -1.8220 0.7427 1.1363
H 0.1074 1.9850 0.2157
H -0.5125 1.6716 -1.4985
```

From a Löwdin analysis of the wavefunction, the atomic charges in e read: 0.1454, -0.2482, -0.1865, 0.0117, -0.1040, -0.0883, 0.1042, 0.0742, 0.0773, 0.0529, 0.0532, 0.0520, 0.0561

***

Record 5
The following is a quantum chemistry calculation of C5H7N in the gas phase, from the OMol25 dataset.

The calculation puts the total energy at -249.3561 Ha. The value obtained for the LUMO energy is 0.0414 hartree. The calculation puts the energy above the lowest of the compared OMol25 structures with the same formula, charge and spin at 307.60 kJ/mol. Its SMILES is C#C[C@@H]1CN1C. The value obtained for the highest occupied orbital energy is -9.36 eV.

```
13
C5H7N ωB97M-V/def2-TZVPD
C 0.9535 -0.7182 1.4851
N -0.0951 0.0182 0.8033
C -1.0395 -0.7580 0.0350
C 0.0117 0.0524 -0.6469
C -0.2657 1.3013 -1.3261
C -0.4653 2.3308 -1.9176
H 1.8098 -0.0547 1.6396
H 1.2946 -1.6075 0.9262
H 0.5863 -1.0428 2.4635
H -0.9122 -1.8414 0.0005
H -2.0683 -0.4077 0.0518
H 0.8283 -0.5245 -1.0855
H -0.6380 3.2521 -2.4290
```

From a Löwdin analysis of the wavefunction, the atomic charges in e read: -0.1043, -0.1270, -0.1081, -0.3153, -0.0859, 0.1119, 0.0840, 0.0813, 0.0828, 0.1082, 0.1102, 0.1389, 0.0233

***

Record 6
The following is a quantum chemistry calculation of C5H7N in the gas phase, from the OMol25 dataset.

The calculation puts the total energy at -249.3297 Ha. The value obtained for the LUMO energy is 0.0300 hartree. The calculation puts the energy above the lowest of the compared OMol25 structures with the same formula, charge and spin at 376.98 kJ/mol. Its SMILES is C=C=C[C@H]1CN1. The value obtained for the highest occupied orbital energy is -9.07 eV.

```
13
C5H7N ωB97M-V/def2-TZVPD
C 1.2064 -2.3700 -0.1436
C 0.6211 -1.2142 -0.3120
C -0.2470 -0.3509 -0.7644
C -0.4628 1.1251 -0.5388
C -0.9812 1.5731 0.7828
N 0.3765 1.8996 0.3834
H -0.9173 -1.2008 -1.0132
H 0.8043 -3.1349 0.5138
H 2.0784 -2.5833 -0.7463
H -0.7355 1.7430 -1.3983
H -1.1257 0.7847 1.5173
H -1.6744 2.4087 0.8532
H 1.0571 1.3200 0.8661
```

From a Löwdin analysis of the wavefunction, the atomic charges in e read: -0.0157, -0.1400, -0.0644, -0.3030, -0.1594, 0.0149, 0.1320, 0.0604, 0.0554, 0.1285, 0.1067, 0.0970, 0.0876

***

Record 7
The following is a quantum chemistry calculation of 2 unconnected molecules or ions with the total composition C5H7N, from the OMol25 dataset.

The calculation puts the total energy at -249.2238 Ha. The value obtained for the LUMO energy is -0.0084 hartree. The calculation puts the energy above the lowest of the compared OMol25 structures with the same formula, charge and spin at 654.96 kJ/mol. The value obtained for the highest occupied orbital energy is -9.10 eV.

```
13
C5H7N ωB97M-V/def2-TZVPD
C 0.3255 -1.2987 0.1183
C 1.4167 -0.3821 0.3595
C -0.6188 1.1788 -0.6053
C -0.9485 0.9971 0.8579
C 0.0213 0.1011 0.2137
N 0.0064 -2.4571 -0.2015
H 2.2364 -0.4161 0.9153
H 2.0895 -0.3752 -1.3371
H -1.2723 0.9764 -1.4302
H -0.0868 2.0315 -1.0817
H -0.4587 1.7205 1.6018
H -1.8129 0.5322 1.1001
H -0.8979 -2.6083 -0.5108
```

From a Löwdin analysis of the wavefunction, the atomic charges in e read: -0.3719, 0.0551, -0.0755, -0.0507, -0.3942, 0.1632, 0.0179, 0.2207, 0.0898, 0.1158, 0.1435, 0.0665, 0.0199

***

Record 8
The following is a quantum chemistry calculation of 2 unconnected molecules or ions with the total composition C5H7N, from the OMol25 dataset.

The calculation puts the total energy at -249.3080 Ha. The value obtained for the LUMO energy is 0.0336 hartree. The calculation puts the energy above the lowest of the compared OMol25 structures with the same formula, charge and spin at 433.87 kJ/mol. Its SMILES is C=C=NC.C#C. The value obtained for the highest occupied orbital energy is -8.78 eV.

```
13
C5H7N ωB97M-V/def2-TZVPD
C 3.3406 0.1139 0.6074
C 2.6693 0.9208 0.0389
C -1.3866 0.7195 0.0703
C -2.3667 1.6071 0.1246
C -0.3709 -1.3666 -0.2797
N -0.4005 0.0280 -0.1624
H 3.8599 -0.2021 1.4488
H 2.2231 1.3950 -0.7823
H -2.7720 1.9274 -0.8603
H -2.8982 1.9021 0.9498
H -1.2840 -1.9033 -0.5207
H 0.3249 -1.5796 -1.0158
H -0.1075 -1.8612 0.6646
```

From a Löwdin analysis of the wavefunction, the atomic charges in e read: -0.0061, -0.0119, -0.1696, 0.0040, -0.1361, 0.0157, -0.0024, 0.0092, 0.0672, 0.0070, 0.0802, 0.0501, 0.0928

***

Record 9
The following is a quantum chemistry calculation of C5H7N in the gas phase, from the OMol25 dataset.

The calculation puts the total energy at -249.2815 Ha. The value obtained for the LUMO energy is -0.0183 hartree. The calculation puts the energy above the lowest of the compared OMol25 structures with the same formula, charge and spin at 503.53 kJ/mol. The value obtained for the highest occupied orbital energy is -8.89 eV.

```
13
C5H7N ωB97M-V/def2-TZVPD
C 2.1034 -0.7186 -0.2588
C 1.7240 0.6943 0.1080
C 0.1784 0.9047 -0.1925
C -0.4289 -0.4846 -0.1544
C -1.7904 -0.9593 0.1653
N 0.6406 -1.3077 -0.2102
H 1.6727 0.9570 1.1516
H 2.4058 1.3437 -0.4826
H -0.3146 1.6344 0.3549
H 0.1835 1.2716 -1.2347
H -2.3880 -0.1839 0.1016
H -1.8703 -1.4437 1.2350
H -2.1162 -1.7083 -0.5831
```

From a Löwdin analysis of the wavefunction, the atomic charges in e read: 0.0819, -0.2539, -0.1467, -0.3061, -0.0287, 0.0061, 0.1031, 0.1003, 0.0765, 0.1193, 0.0067, 0.1413, 0.1002

***

Record 10
The following is a quantum chemistry calculation of C5H7N in the gas phase, from the OMol25 dataset.

The calculation puts the total energy at -249.4144 Ha. The value obtained for the LUMO energy is 0.0429 hartree. The calculation puts the energy above the lowest of the compared OMol25 structures with the same formula, charge and spin at 154.50 kJ/mol. Its SMILES is C1=C[C@H]2N[C@H]2C1. The value obtained for the highest occupied orbital energy is -8.95 eV.

```
13
C5H7N ωB97M-V/def2-TZVPD
C -0.3489 0.6787 0.9874
C -1.3564 -0.0271 0.1028
C -0.7622 -0.7875 -0.8161
C 0.7230 -0.7884 -0.6429
N 1.4597 0.4630 -0.8331
C 0.9927 0.1231 0.5048
H -0.5163 0.4833 2.0526
H -0.3992 1.7711 0.8633
H -2.4303 0.0485 0.2274
H -1.2838 -1.3606 -1.5759
H 1.2776 -1.7019 -0.8377
H 0.8686 1.1685 -1.2663
H 1.7754 -0.0706 1.2336
```

From a Löwdin analysis of the wavefunction, the atomic charges in e read: -0.1410, -0.0908, -0.0593, -0.2673, 0.0553, -0.2709, 0.1081, 0.1138, 0.0963, 0.0986, 0.1280, 0.0992, 0.1299

***

Record 11
The following is a quantum chemistry calculation of C5H7N in the gas phase, from the OMol25 dataset.

The calculation puts the total energy at -249.2691 Ha. The value obtained for the LUMO energy is 0.0362 hartree. The calculation puts the energy above the lowest of the compared OMol25 structures with the same formula, charge and spin at 536.03 kJ/mol. Its SMILES is C=N[C@H]1C=C1C. The value obtained for the highest occupied orbital energy is -8.95 eV.

```
13
C5H7N ωB97M-V/def2-TZVPD
C -2.4215 0.4742 -0.8050
C -0.5650 -1.2661 0.3650
C 0.0177 -0.1292 -0.0292
C -1.1720 -0.0976 0.9631
C 1.1995 0.4131 -0.6530
N -2.3518 0.1383 0.4303
H -3.2839 0.9126 -0.8793
H -0.8445 -2.2660 0.3192
H -1.4263 0.5516 -1.2226
H -1.2457 0.1405 2.0704
H 1.5213 1.5408 -0.4036
H 0.9784 0.3647 -1.6656
H 1.9654 -0.2360 -0.1903
```

From a Löwdin analysis of the wavefunction, the atomic charges in e read: 0.0210, 0.0525, -0.2167, -0.3763, -0.0659, -0.0155, 0.0172, 0.0904, 0.0700, 0.1473, 0.1324, 0.0487, 0.0948

***

Record 12
The following is a quantum chemistry calculation of C5H7N in the gas phase, from the OMol25 dataset.

The calculation puts the total energy at -249.4079 Ha. The value obtained for the LUMO energy is 0.0439 hartree. The calculation puts the energy above the lowest of the compared OMol25 structures with the same formula, charge and spin at 171.46 kJ/mol. Its SMILES is C1=C[C@@H]2N[C@@H]2C1. The value obtained for the highest occupied orbital energy is -9.00 eV.

```
13
C5H7N ωB97M-V/def2-TZVPD
C -0.3609 0.0687 1.1963
C 0.8641 -0.7310 0.8163
C -1.0030 0.4402 -0.1527
C -0.0907 -0.0726 -1.2276
N -0.4060 1.3490 -1.1100
C 1.0367 -0.7593 -0.5050
H -1.0685 -0.5332 1.7813
H -0.0811 0.9239 1.8282
H 1.4986 -1.2262 1.5501
H -2.0870 0.3806 -0.2151
H -0.4208 -0.5249 -2.1594
H 0.3002 2.0036 -0.7903
H 1.8184 -1.3190 -1.0123
```

From a Löwdin analysis of the wavefunction, the atomic charges in e read: -0.1423, -0.0964, -0.2656, -0.2589, 0.0495, -0.0570, 0.1090, 0.1117, 0.0990, 0.1273, 0.1260, 0.1011, 0.0966